# 1
ORCA calculation (ωB97M-V/def2-TZVPD) on a structure of composition C43H45N2O6P2SSe2Zr.

```
102
Properties=species:S:1:pos:R:3:forces:R:3:mulliken_charge:R:1
Zr 0.231 0.185 1.670 -0.11 1.18 0.40 -0.03
C -2.337 1.729 1.429 -0.19 0.13 0.18 -0.20
C -3.419 1.480 0.599 -0.02 -0.14 0.08 -0.92
C -3.854 0.147 0.814 -0.01 0.07 0.08 -0.61
C -3.044 -0.427 1.779 -0.04 0.05 -0.04 -0.48
C -2.073 0.534 2.194 -0.12 -0.03 -0.12 -1.71
H -1.888 2.699 1.569 0.09 0.03 0.01 0.47
H -3.873 2.195 -0.074 0.07 -0.05 -0.02 0.55
H -4.687 -0.333 0.315 0.07 0.00 0.00 0.50
H -3.164 -1.407 2.207 0.05 -0.06 -0.05 0.26
H -1.668 0.521 3.202 -0.07 0.12 0.24 1.63
O 2.366 3.699 0.949 0.23 0.23 -0.15 -0.04
C 3.006 4.231 2.082 -0.10 0.03 -0.06 -1.64
C 3.220 3.239 3.220 0.03 -0.15 0.03 2.75
C 4.185 3.970 4.170 0.05 -0.18 0.21 -1.23
O 4.528 3.243 5.346 0.00 0.12 -0.15 -0.55
C 3.897 1.949 2.747 -0.28 -0.05 -0.06 -1.38
Se 2.813 0.329 2.438 0.30 -0.04 0.04 -0.32
C 1.942 2.944 3.998 -0.27 -0.19 0.07 -1.93
Se 0.254 2.589 3.039 0.03 0.20 -0.04 -0.45
H 1.442 3.530 1.193 -0.09 -0.16 0.16 -0.15
H 2.460 5.100 2.477 -0.02 0.00 -0.08 0.31
H 3.982 4.585 1.735 0.01 0.02 0.01 0.45
H 3.744 4.939 4.437 0.01 0.03 0.03 0.44
H 5.127 4.164 3.653 0.04 -0.03 0.03 0.43
H 3.714 2.929 5.755 -0.04 0.01 -0.02 0.38
H 4.550 1.595 3.539 0.17 0.06 0.01 0.60
H 4.490 2.124 1.851 -0.03 0.03 -0.05 0.32
H 1.695 3.799 4.630 -0.03 0.03 0.04 0.52
H 2.084 2.062 4.624 0.07 0.05 0.09 0.55
N -0.258 1.096 -1.648 0.15 -0.35 -0.12 0.14
P 1.226 1.450 -0.857 -0.57 -0.06 -0.80 0.90
C 1.495 3.076 -1.687 0.14 0.12 0.29 0.44
C 2.784 3.501 -2.014 -0.06 -0.04 -0.03 -0.73
C 2.989 4.729 -2.620 -0.02 0.01 -0.01 -0.69
C 1.909 5.561 -2.900 0.01 -0.05 0.04 -0.53
C 0.629 5.161 -2.553 0.00 -0.03 0.03 -0.66
C 0.425 3.927 -1.941 0.00 0.00 0.02 -0.36
C 2.454 0.468 -1.828 0.10 0.10 0.20 0.89
C 2.390 0.470 -3.221 -0.02 -0.01 -0.03 -0.48
C 3.275 -0.285 -3.973 -0.02 0.03 0.00 -0.79
C 4.250 -1.047 -3.339 -0.03 0.00 0.02 -0.65
C 4.342 -1.030 -1.957 -0.01 0.01 -0.01 -0.50
C 3.450 -0.272 -1.205 0.05 -0.04 0.08 -0.06
P -1.341 -0.109 -1.060 0.21 0.20 -0.88 -0.13
C -0.886 -1.644 -2.006 -0.12 0.02 0.14 0.62
C -1.060 -2.875 -1.385 -0.05 0.02 0.11 0.03
C -0.840 -4.062 -2.072 0.02 -0.01 0.00 -0.38
C -0.422 -4.028 -3.393 -0.01 0.07 -0.05 -0.87
C -0.243 -2.802 -4.027 -0.02 -0.02 0.04 -0.76
C -0.491 -1.622 -3.341 0.04 -0.02 0.01 -0.45
C -2.747 0.315 -2.197 -0.13 0.00 0.30 0.79
C -3.709 -0.658 -2.479 0.02 0.01 -0.01 -0.79
C -4.810 -0.366 -3.268 0.03 0.05 0.01 -0.62
C -4.973 0.911 -3.796 0.03 -0.01 0.01 -0.61
C -4.024 1.885 -3.527 0.00 -0.03 0.03 -0.62
C -2.924 1.589 -2.727 0.03 0.01 -0.02 -0.48
H -0.225 1.191 -2.658 -0.02 0.05 -0.07 0.54
H 3.630 2.862 -1.791 -0.02 0.03 -0.03 0.47
H 3.995 5.040 -2.878 -0.05 -0.02 0.02 0.41
H 2.070 6.521 -3.377 0.00 -0.03 0.01 0.37
H -0.218 5.808 -2.752 0.03 -0.03 0.02 0.42
H -0.574 3.626 -1.648 0.02 0.01 -0.01 0.27
H 1.652 1.079 -3.733 0.00 -0.01 0.00 0.37
H 3.204 -0.273 -5.054 0.01 -0.03 0.03 0.41
H 4.928 -1.657 -3.925 0.00 0.04 0.02 0.36
H 5.096 -1.622 -1.451 -0.05 0.03 -0.02 0.41
H 3.523 -0.269 -0.122 -0.05 0.00 -0.04 -0.07
H -1.371 -2.903 -0.345 0.01 -0.02 0.01 0.34
H -0.976 -5.013 -1.569 0.00 0.06 -0.01 0.36
H -0.242 -4.951 -3.932 0.02 0.04 0.03 0.36
H 0.084 -2.766 -5.061 -0.03 -0.01 0.05 0.39
H -0.391 -0.679 -3.868 0.04 0.00 0.03 0.28
H -3.590 -1.657 -2.075 -0.02 0.01 -0.01 0.50
H -5.546 -1.135 -3.471 0.02 0.01 0.01 0.40
H -5.836 1.143 -4.410 0.03 -0.01 0.02 0.36
H -4.146 2.885 -3.927 0.03 -0.03 0.01 0.41
H -2.204 2.365 -2.500 -0.04 0.00 0.00 0.27
C -4.553 -5.856 0.936 0.10 0.02 0.09 -1.41
C -3.513 -5.107 1.734 -0.02 -0.04 -0.03 0.76
C -3.865 -4.235 2.754 -0.02 -0.02 -0.04 -0.47
C -2.905 -3.475 3.410 0.00 0.02 0.13 -0.79
C -1.570 -3.581 3.056 -0.02 0.07 -0.30 0.35
C -1.191 -4.515 2.091 -0.03 -0.01 0.09 -0.41
C -2.157 -5.263 1.441 -0.03 -0.02 0.01 -0.70
S -0.408 -2.452 3.820 0.00 0.19 0.33 1.30
O 0.462 -3.279 4.611 0.19 -0.13 -0.07 -0.73
O -1.212 -1.456 4.479 -0.02 0.02 -0.01 -0.70
N 0.412 -1.706 2.658 -0.01 -0.72 -0.13 -0.44
C 1.475 -2.509 2.015 -0.26 -0.05 0.18 -2.08
C 1.454 -2.248 0.523 -0.17 -0.07 0.07 0.94
O 1.908 -3.024 -0.277 0.12 0.03 -0.20 -0.71
O 0.884 -1.086 0.224 0.61 -0.89 -0.34 2.05
H -5.559 -5.630 1.289 0.03 -0.02 0.00 0.35
H -4.398 -6.936 0.998 -0.02 0.04 0.00 0.34
H -4.490 -5.574 -0.117 -0.03 -0.02 0.02 0.29
H -4.909 -4.118 3.025 0.02 0.00 -0.02 0.31
H -3.183 -2.774 4.188 -0.01 0.01 -0.12 0.39
H -0.152 -4.677 1.842 -0.04 0.07 -0.05 0.29
H -1.855 -5.978 0.681 0.00 0.07 0.02 0.43
H 1.385 -3.569 2.218 -0.04 -0.10 -0.03 0.70
H 2.462 -2.230 2.379 0.11 0.15 0.14 0.12
```
Forces are in eV/Å.

- F_max: 1.3 eV/A
- Total charge: -1
- 2S+1: 1
- Highest occupied orbital energy: -4.925 eV

# 2
ORCA calculation (ωB97M-V/def2-TZVPD) on a structure of composition C35H61BGeN9O3S3Tl.

```
114
Properties=species:S:1:pos:R:3:forces:R:3:mulliken_charge:R:1
Tl -0.350 -0.085 0.201 0.06 -0.03 -0.24 0.84
C -1.133 -1.859 4.910 0.00 0.01 -0.11 -1.90
C -0.184 -1.687 3.729 0.11 -0.17 0.13 1.62
C 0.655 -2.941 3.519 -0.03 0.04 -0.06 -1.56
C 0.707 -0.466 3.931 -0.11 0.00 -0.15 -1.02
O -0.929 -1.418 2.534 -0.48 0.00 0.27 0.35
Ge -2.334 -2.247 1.764 0.70 0.61 -0.52 -0.36
O -1.389 -2.748 0.312 -0.05 -0.29 0.33 0.21
C -1.666 -3.875 -0.533 -0.11 -0.09 -0.16 1.54
C -0.470 -3.999 -1.469 -0.01 0.01 0.08 -1.32
C -1.800 -5.133 0.318 0.00 0.10 0.02 -1.82
C -2.941 -3.607 -1.324 0.05 0.08 0.05 -1.45
O -3.036 -0.773 0.977 -0.25 -0.37 0.16 0.10
C -4.139 -0.010 1.496 -0.13 0.09 0.06 1.54
C -3.695 0.740 2.745 0.05 -0.03 -0.07 -1.43
C -4.527 0.970 0.396 0.02 -0.06 0.08 -1.61
C -5.310 -0.937 1.806 0.11 -0.04 -0.03 -1.85
H -0.571 -2.034 5.827 0.00 -0.01 0.02 0.46
H -1.795 -2.715 4.747 0.01 -0.01 0.02 0.47
H -1.742 -0.965 5.043 -0.02 0.03 0.02 0.33
H 1.319 -3.108 4.367 0.01 -0.03 0.01 0.49
H 1.259 -2.836 2.616 0.02 0.01 0.02 0.10
H 0.014 -3.818 3.404 0.00 -0.01 0.01 0.43
H 1.316 -0.571 4.828 0.03 -0.02 0.02 0.58
H 0.091 0.431 4.021 -0.03 -0.01 0.04 0.22
H 1.378 -0.342 3.079 -0.02 -0.05 0.03 -0.27
H 0.426 -4.261 -0.904 -0.07 0.02 -0.01 0.18
H -0.296 -3.057 -1.990 0.00 0.03 -0.02 0.06
H -0.655 -4.776 -2.211 0.01 -0.02 -0.02 0.47
H -0.931 -5.239 0.970 0.02 -0.02 -0.02 0.31
H -1.874 -6.019 -0.311 -0.02 -0.03 0.00 0.45
H -2.699 -5.086 0.941 0.00 -0.02 -0.01 0.41
H -2.820 -2.709 -1.932 -0.01 0.01 -0.01 0.08
H -3.785 -3.451 -0.646 -0.01 -0.02 -0.01 0.33
H -3.178 -4.448 -1.975 -0.01 -0.02 -0.02 0.49
H -2.859 1.396 2.500 0.07 0.07 0.03 0.22
H -3.365 0.044 3.517 0.00 -0.03 0.05 0.23
H -4.509 1.343 3.147 -0.01 0.01 0.01 0.53
H -3.648 1.523 0.057 -0.05 0.02 0.09 0.12
H -5.259 1.684 0.773 -0.04 0.01 0.00 0.54
H -4.956 0.443 -0.456 0.05 0.01 0.04 0.42
H -5.072 -1.595 2.647 -0.02 0.01 0.01 0.40
H -5.538 -1.555 0.935 -0.03 0.02 -0.01 0.36
H -6.198 -0.363 2.067 -0.02 0.00 0.02 0.45
C -3.573 0.818 -2.830 0.10 0.02 -0.06 -1.11
C -2.913 1.629 -3.963 0.01 -0.05 -0.02 1.61
C -3.798 2.830 -4.291 0.07 0.03 0.02 -2.35
C -2.732 0.790 -5.227 -0.01 -0.03 -0.01 -1.71
N -1.567 2.126 -3.539 -0.09 0.08 0.02 0.58
C -1.153 3.447 -3.598 0.03 -0.02 0.04 -0.01
C 0.134 3.480 -3.211 -0.08 -0.03 -0.03 -1.68
N 0.523 2.188 -2.907 0.30 0.14 -0.27 0.09
B 2.015 1.964 -2.557 -0.09 -0.02 0.17 0.40
N 2.509 0.480 -2.737 0.10 0.06 -0.10 0.40
C 2.429 -0.211 -3.922 0.04 0.01 0.02 -1.53
C 2.947 -1.440 -3.730 0.08 0.07 -0.01 -0.04
N 3.391 -1.498 -2.419 -0.08 -0.08 -0.02 0.46
C 3.118 -0.309 -1.851 -0.11 -0.02 -0.01 -0.12
S 3.522 0.120 -0.202 -0.04 0.07 0.02 0.10
C 3.982 -2.698 -1.743 0.02 -0.01 0.04 1.77
C 4.076 -3.826 -2.767 -0.06 0.01 0.01 -2.34
C 3.059 -3.120 -0.577 0.07 0.03 0.01 -1.75
C 5.399 -2.376 -1.258 0.03 0.03 -0.04 -1.71
N 2.282 2.336 -1.102 0.02 -0.04 -0.01 -0.13
C 3.540 1.953 -0.558 0.03 -0.22 0.05 -0.37
C 3.694 2.789 0.739 -0.01 -0.01 -0.02 -0.18
N 2.538 3.727 0.743 -0.06 0.02 -0.04 -1.06
C 1.600 2.938 -0.073 0.04 0.06 -0.13 0.66
S -0.065 3.365 0.179 -0.03 0.09 -0.06 -0.14
C 1.564 3.750 3.248 0.01 -0.02 -0.02 2.06
C 2.204 3.067 4.462 0.02 -0.01 0.00 -1.78
C 0.048 3.731 3.447 -0.04 0.02 -0.06 -1.67
C 2.062 5.194 3.161 0.00 -0.02 0.01 -1.80
C -0.528 1.363 -3.106 -0.04 -0.12 0.25 -0.30
S -0.564 -0.317 -2.799 -0.07 -0.15 -0.02 -0.10
H -3.543 -0.249 -3.037 0.03 -0.01 0.04 0.21
H -3.070 0.979 -1.878 -0.04 0.01 -0.15 -0.23
H -4.614 1.120 -2.720 -0.02 0.00 -0.02 0.54
H -4.777 2.455 -4.583 -0.01 -0.01 -0.01 0.49
H -3.932 3.480 -3.425 -0.02 0.01 0.01 0.49
H -3.407 3.413 -5.124 0.00 0.01 -0.01 0.54
H -3.707 0.437 -5.565 -0.01 -0.01 -0.01 0.48
H -2.286 1.387 -6.024 -0.01 0.02 -0.01 0.37
H -2.099 -0.074 -5.031 -0.02 0.01 -0.01 0.33
H -1.788 4.250 -3.913 -0.06 0.01 -0.01 0.57
H 0.813 4.310 -3.131 0.04 0.00 -0.04 0.63
H 2.687 2.624 -3.319 -0.06 0.05 0.03 -0.13
H 1.986 0.226 -4.798 -0.03 0.01 -0.01 0.59
H 3.028 -2.264 -4.409 0.02 -0.03 0.00 0.57
H 3.094 -4.131 -3.128 -0.02 0.02 -0.02 0.52
H 4.707 -3.552 -3.613 0.03 -0.02 0.00 0.50
H 4.530 -4.684 -2.276 -0.01 -0.02 0.01 0.51
H 2.642 -4.111 -0.752 0.04 0.02 0.00 0.56
H 3.605 -3.144 0.364 0.01 0.00 0.02 0.30
H 2.220 -2.432 -0.461 -0.01 -0.03 0.01 0.36
H 5.974 -1.885 -2.044 0.02 -0.03 -0.02 0.38
H 5.410 -1.748 -0.372 -0.01 0.02 -0.04 0.37
H 5.896 -3.313 -1.007 0.01 -0.01 0.03 0.52
H 4.364 2.100 -1.256 -0.01 0.12 -0.01 0.70
H 4.675 3.252 0.823 0.00 -0.01 0.04 0.58
H 1.899 2.023 4.554 0.00 0.01 0.01 0.22
H 3.293 3.105 4.427 0.00 0.01 0.01 0.34
H 1.884 3.587 5.364 -0.01 0.00 0.01 0.54
H -0.329 2.708 3.454 -0.07 -0.04 0.00 0.12
H -0.188 4.185 4.409 0.00 0.00 0.01 0.53
H -0.477 4.295 2.677 0.00 0.01 0.02 0.35
H 3.143 5.231 3.017 0.01 0.01 0.00 0.35
H 1.594 5.725 2.334 0.00 0.01 -0.01 0.33
H 1.826 5.712 4.092 0.00 0.01 0.01 0.45
N 0.971 2.253 1.133 0.09 0.08 0.20 0.06
C 1.970 3.020 1.956 0.03 0.08 0.01 -0.06
N 3.196 2.219 1.987 0.17 0.04 0.02 0.07
C 3.587 1.144 2.658 -0.08 0.11 -0.04 0.69
N 3.968 0.221 3.235 0.07 -0.15 0.04 -0.71
```
Forces are in eV/Å.

- ⟨S²⟩: 0.76
- F_max: 1.1 eV/A
- Total charge: +1
- 2S+1: 2
- Highest occupied orbital energy (alpha / beta): -9.741 / -9.755 eV

# 3
ORCA calculation (ωB97M-V/def2-TZVPD) on a structure of composition C3H7NO2.

```
13
Properties=species:S:1:pos:R:3:forces:R:3:mulliken_charge:R:1
C 1.078 -1.232 -0.080 -0.08 0.14 -0.02 -0.91
C -1.532 0.679 0.737 0.02 -0.06 0.06 -1.13
N 0.536 0.126 -0.011 0.09 0.22 -0.38 0.01
C -0.988 0.152 -0.473 0.25 -0.15 -0.02 0.62
O 1.433 0.944 -0.788 -0.44 -0.30 0.31 -0.44
O -1.348 -0.382 -1.483 0.20 0.17 0.29 -0.51
H 1.121 1.847 -0.636 0.03 -0.06 0.00 0.36
H 0.465 -1.870 0.555 0.00 0.04 -0.02 0.33
H 1.028 -1.586 -1.110 0.00 0.02 0.04 0.33
H 2.106 -1.221 0.277 -0.04 0.01 -0.02 0.31
H -1.198 1.688 0.987 0.06 -0.04 -0.06 0.28
H -2.583 0.513 0.946 0.04 0.01 -0.03 0.29
H -0.119 0.342 1.080 -0.12 0.02 -0.13 0.46
```
Forces are in eV/Å.

- F_max: 0.6 eV/A
- Total charge: 0
- 2S+1: 1
- Highest occupied orbital energy: -8.665 eV